Entry from the Open Molecules 2025 dataset: an isolated molecule of C3H6O2 (wB97M-V/def2-TZVPD).

Each line ends with the natural charge from an NBO analysis.
CARTESIAN COORDINATES (ANGSTROEM)
O -0.87 -0.71 2.05  -0.67
C -0.54 -1.13 0.75  0.19
C 1.21 1.16 -1.29  -0.49
C 0.04 0.59 -0.97  0.10
O 0.33 -0.05 0.16  -0.55
H -1.58 -0.10 1.84  0.46
H 0.28 -1.78 1.00  0.19
H -1.29 -1.26 -0.06  0.16
H 1.09 1.61 -2.24  0.18
H 2.14 1.18 -0.69  0.23
H -0.91 0.47 -1.53  0.19

Kohn-Sham gap	0.3348	Ha
ΔE to the lowest compared entry with this formula, charge and spin	79.0	kcal per mole
LUMO level	0.78	eV
SMILES	C=COCO
E_tot	-268.27928	a.u.
largest force on an atom	5.331	eV/Å